No. 1
Density functional theory data (ωB97M-V with the def2-TZVPD basis set) for a 5-piece molecular cluster, C8H28N2O5 overall.

Last column: Löwdin charge in e.
Geometry (Å):
O: -0.715 -1.609 -2.607  -0.082
H: -1.043 -1.002 -1.891  0.001
H: 0.193 -1.312 -2.768  0.019
O: -2.944 0.677 -2.303  -0.058
H: -2.729 0.180 -1.516  -0.042
H: -2.790 0.033 -2.978  0.013
O: -1.974 -0.560 -0.125  -0.112
H: -1.631 0.156 0.512  0.066
H: -1.911 -1.313 0.504  0.053
C: -2.163 -1.196 4.132  -0.050
C: -0.823 -0.758 3.515  -0.418
C: 0.019 -1.850 2.887  -0.242
O: -0.584 -2.384 1.769  -0.204
C: 0.216 -3.313 1.017  -0.065
N: -1.045 0.328 2.535  0.016
H: -2.130 -1.812 5.064  0.091
H: -2.796 -1.683 3.376  0.081
H: -2.767 -0.306 4.375  0.072
H: -0.148 -0.337 4.268  0.132
H: 0.129 -2.667 3.574  0.120
H: 1.033 -1.562 2.673  0.118
H: 0.416 -4.238 1.593  0.093
H: 1.240 -2.958 0.904  0.083
H: -0.220 -3.580 0.086  0.078
H: -0.091 0.704 2.138  0.121
H: -1.452 1.033 3.145  0.072
C: 0.949 2.947 -0.588  -0.065
C: 0.643 1.595 -1.129  -0.440
C: 1.115 1.518 -2.620  -0.256
O: 2.449 1.316 -2.779  -0.189
C: 3.099 2.041 -3.874  -0.063
N: 1.234 0.575 -0.284  0.054
H: 0.786 3.153 0.454  0.070
H: 0.482 3.663 -1.235  0.072
H: 2.023 3.101 -0.813  0.091
H: -0.438 1.452 -1.265  0.123
H: 0.751 2.419 -3.100  0.115
H: 0.600 0.670 -3.184  0.129
H: 3.526 2.995 -3.541  0.081
H: 2.424 2.212 -4.752  0.098
H: 3.971 1.488 -4.258  0.082
H: 0.836 -0.316 -0.543  0.048
H: 2.262 0.497 -0.367  0.095

Results
F_max (eV Å⁻¹): 3.35
Total charge: 0
Kohn-Sham gap (eV): 9.92
LUMO level (eV): 0.688
HOMO energy (eV): -9.2
SMILES: COC[C@H](C)N.COC[C@H](C)N.O.O.O


No. 2
Density functional theory data (ωB97M-V with the def2-TZVPD basis set) for a 5-piece molecular cluster, C8H28N2O5 overall.

Last column: Löwdin charge in e.
Geometry (Å):
O: -1.852 -2.146 2.697  -0.039
H: -2.442 -2.665 3.243  0.058
H: -1.119 -1.929 3.273  0.044
O: 0.045 -0.069 1.673  -0.077
H: -0.688 -0.395 2.195  -0.008
H: -0.088 -0.452 0.806  -0.016
O: 2.145 2.176 3.239  -0.031
H: 3.058 1.921 3.369  0.057
H: 1.643 1.388 3.445  0.049
C: -0.342 -3.761 -0.163  -0.062
C: -0.981 -2.763 -1.093  -0.416
C: -2.253 -3.318 -1.738  -0.185
O: -1.817 -4.410 -2.576  -0.195
C: -2.814 -4.895 -3.444  -0.109
N: -1.342 -1.679 -0.172  0.014
H: -1.076 -4.087 0.575  0.086
H: 0.585 -3.435 0.308  0.083
H: 0.042 -4.539 -0.822  0.082
H: -0.266 -2.443 -1.850  0.145
H: -2.692 -2.534 -2.354  0.121
H: -2.991 -3.619 -0.994  0.129
H: -3.671 -5.039 -2.786  0.081
H: -2.653 -5.866 -3.912  0.092
H: -3.098 -4.148 -4.185  0.086
H: -1.911 -2.129 0.531  0.043
H: -2.003 -1.022 -0.561  0.081
C: 3.911 4.148 0.454  -0.044
C: 2.425 4.445 0.319  -0.315
C: 1.618 3.245 -0.392  -0.045
O: 0.187 3.660 -0.367  -0.195
C: -0.710 2.711 -0.884  -0.103
N: 1.961 4.659 1.661  0.347
H: 4.456 4.141 -0.490  0.099
H: 4.171 3.251 1.017  0.090
H: 4.358 4.956 1.032  0.097
H: 2.374 5.278 -0.381  0.171
H: 1.658 2.311 0.167  0.129
H: 2.053 3.112 -1.383  0.146
H: -1.144 2.003 -0.178  0.083
H: -0.430 2.138 -1.768  0.098
H: -1.509 3.399 -1.159  0.100
H: 2.236 3.805 2.124  0.087
H: 0.963 4.596 1.522  0.142

Results
F_max (eV Å⁻¹): 4.65
Total charge: +1
Kohn-Sham gap (spin up / spin down) (eV): 9.29 / 3.29
LUMO level (spin up / spin down) (eV): -2.364 / -8.364
HOMO energy (spin up / spin down) (eV): -11.7 / -11.7
Spin multiplicity: 2